Entry 1:
The following is a DFT calculation (ωB97M-V/def2-TZVPD) of C2H3NO2S2 in the gas phase at a distorted geometry.

Geometry (Å):
S: 2.70 1.51 -0.04
H: -1.98 -0.21 0.67
S: 1.85 -1.30 -0.18
N: -0.88 -1.59 -0.24
C: -1.05 -0.50 0.35
H: -0.28 0.26 0.51
O: 2.24 -1.35 1.25
C: 1.63 0.42 -0.61
O: 0.39 -2.01 -0.64
H: 1.18 0.49 -1.58

Output
- Kohn-Sham gap: 7.8 eV
- Highest occupied orbital energy: -9.48 eV

***

Entry 2:
The following is a DFT calculation (ωB97M-V/def2-TZVPD) of 2 unconnected molecules or ions with the total composition C2H3NO3 at a distorted geometry.

Geometry (Å):
H: -0.42 0.57 -0.13
O: 2.44 -0.58 -0.95
H: 0.18 -0.77 0.98
C: 0.33 -0.27 0.03
O: 2.53 0.54 0.92
O: -3.77 0.22 0.01
H: -0.02 -0.97 -0.80
N: -2.60 -0.32 0.02
C: 1.85 -0.08 0.01

Output
- Kohn-Sham gap (alpha / beta): 4.9 / 4.9 eV
- Net charge: -2
- Highest occupied orbital energy (alpha / beta): 2.30 / 2.31 eV

***

Entry 3:
The following is a DFT calculation (ωB97M-V/def2-TZVPD) of 2 unconnected molecules or ions with the total composition C2H3NO3 at a distorted geometry.

Geometry (Å):
N: -2.55 0.62 -0.10
H: -0.64 0.47 -0.09
H: -0.05 -1.18 -0.28
C: 1.50 0.07 0.37
O: 2.11 -1.00 0.67
O: -3.18 -0.29 0.64
H: 0.61 0.30 -1.28
O: 1.99 1.23 0.45
C: 0.21 -0.21 -0.37

Output
- Kohn-Sham gap (alpha / beta): 5.6 / 7.6 eV
- Multiplicity: 3
- Net charge: -2
- Highest occupied orbital energy (alpha / beta): 1.76 / -0.23 eV

***

Entry 4:
The following is a DFT calculation (ωB97M-V/def2-TZVPD) of C2H3NO3 in the gas phase at a distorted geometry.

Geometry (Å):
O: 0.23 -1.79 -0.25
O: -2.88 0.35 -0.04
C: 0.55 0.51 0.31
H: 1.84 -0.90 -0.86
O: -0.87 0.41 0.65
H: 0.83 1.41 -0.26
N: -1.79 0.56 -0.41
C: 0.96 -0.84 -0.33
H: 1.13 0.29 1.21

Output
- SMILES: O=CCON=O
- Kohn-Sham gap: 10.4 eV
- Highest occupied orbital energy: -10.20 eV

***

Entry 5:
The following is a DFT calculation (ωB97M-V/def2-TZVPD) of 2 unconnected molecules or ions with the total composition C2H3NO3 at a distorted geometry.

Geometry (Å):
C: 0.09 0.86 -0.47
H: 1.17 -1.08 -0.20
H: 2.17 0.29 -0.36
H: 1.31 0.21 1.09
O: -2.72 -0.04 0.47
C: 1.19 0.06 0.00
N: -1.65 -0.54 0.18
O: -0.22 1.95 -0.79
O: -1.35 -1.71 0.07

Output
- Kohn-Sham gap (alpha / beta): 8.0 / 8.0 eV
- Highest occupied orbital energy (alpha / beta): -8.69 / -8.70 eV

***

Entry 6:
The following is a DFT calculation (ωB97M-V/def2-TZVPD) of C2H3NO3 in the gas phase at a distorted geometry.

Geometry (Å):
N: -0.68 -0.73 0.36
C: 0.18 -0.56 -0.45
H: 1.00 2.63 -0.16
O: 0.63 0.68 -0.50
H: 0.79 -1.06 -1.30
O: -1.00 1.85 0.73
H: -0.07 -2.66 0.41
C: 0.05 1.86 0.09
O: -0.90 -2.00 0.83

Output
- SMILES: O=CO/C=N/O
- Kohn-Sham gap: 10.2 eV
- Highest occupied orbital energy: -9.63 eV

***

Entry 7:
The following is a DFT calculation (ωB97M-V/def2-TZVPD) of a molecular structure, C2H3NO3 at a distorted geometry.

Geometry (Å):
O: 2.90 0.44 -0.66
O: -1.06 1.01 0.63
H: -1.48 -1.01 0.83
C: -0.62 0.65 -0.49
C: -1.65 -0.21 0.10
H: -2.69 0.04 -0.22
O: 1.93 -1.17 0.53
N: 1.97 -0.14 -0.15
H: 0.71 0.39 -0.57

Output
- Kohn-Sham gap (alpha / beta): 7.6 / 7.6 eV
- Highest occupied orbital energy (alpha / beta): -9.10 / -9.10 eV

***

Entry 8:
The following is a DFT calculation (ωB97M-V/def2-TZVPD) of 2 unconnected molecules or ions with the total composition C2H3NO3 at a distorted geometry.

Geometry (Å):
N: -0.30 1.04 -0.44
H: -0.04 -0.96 -1.53
C: -0.87 -1.15 1.95
H: 1.68 1.23 -1.17
C: 0.74 0.68 -1.05
O: -0.89 -0.46 2.87
H: -0.27 1.95 -0.01
O: 0.80 -0.49 -1.67
O: -0.85 -1.84 1.04

Output
- SMILES: [H]/N=C/O.O=C=O
- Kohn-Sham gap: 11.3 eV
- Highest occupied orbital energy: -10.65 eV

***

Entry 9:
The following is a DFT calculation (ωB97M-V/def2-TZVPD) of C2H3NO3 in the gas phase at a distorted geometry.

Geometry (Å):
H: -0.32 1.49 -0.13
O: -2.42 0.49 0.05
O: 2.23 -0.47 0.02
H: -2.26 -1.49 0.06
C: -1.77 -0.50 0.01
N: 1.55 0.67 -0.03
C: 0.28 0.57 -0.11
O: -0.39 -0.62 -0.16
H: 3.11 -0.15 0.28

Output
- SMILES: O=CO/C=N\O
- Kohn-Sham gap: 10.6 eV
- Highest occupied orbital energy: -9.79 eV

***

Entry 10:
The following is a DFT calculation (ωB97M-V/def2-TZVPD) of a molecular structure, C2H3NO3.

Geometry (Å):
H: 0.62 1.76 0.75
C: -1.51 -0.06 -0.11
N: 0.10 0.94 0.46
H: -1.63 0.53 -1.02
H: 2.16 -1.25 -0.29
O: -2.29 -0.48 0.65
C: 0.69 -0.10 -0.01
O: -0.13 -1.01 -0.45
O: 2.00 -0.34 0.02

Output
- Kohn-Sham gap: 11.0 eV
- Highest occupied orbital energy: -10.48 eV

***

Entry 11:
The following is a DFT calculation (ωB97M-V/def2-TZVPD) of C2H3NO3 in the gas phase at a distorted geometry.

Geometry (Å):
H: -1.30 -0.32 0.07
H: -1.11 1.67 -0.08
N: 2.95 0.03 0.07
O: 3.77 -0.88 -0.02
O: 0.67 0.54 -0.02
C: 1.66 -0.38 -0.02
C: -0.61 0.63 -0.05
O: 3.19 1.20 0.01
H: 1.54 -1.46 0.01

Output
- Kohn-Sham gap (alpha / beta): 8.4 / 7.5 eV
- Highest occupied orbital energy (alpha / beta): -9.13 / -8.88 eV

***

Entry 12:
The following is a DFT calculation (ωB97M-V/def2-TZVPD) of C2H3NO3S in the gas phase at a distorted geometry.

Geometry (Å):
O: 1.59 -0.90 1.30
H: -1.98 1.32 0.17
C: -1.02 0.87 0.16
N: -0.12 1.74 0.02
S: 1.14 -0.52 -0.03
H: -0.86 -1.00 -1.01
C: -0.65 -0.59 -0.08
O: 1.09 1.35 -0.11
H: -1.02 -1.21 0.77
O: 1.83 -1.07 -1.19

Output
- SMILES: O=S1(=O)CC=NO1
- Kohn-Sham gap: 11.0 eV
- Highest occupied orbital energy: -10.60 eV

***

Relative energy (zero: lowest compared OMol25 entry of this formula, charge and spin) for every record listed, in sequence, given in kcal per mole: 104.26 13.30 21.17 113.57 132.69 127.63 197.67 7.87 71.25 47.08 181.58 71.68.